1.
The following is a quantum chemistry calculation of 7 unconnected molecules or ions with the total composition C23H35N9O2, from the OMol25 dataset.

Atoms and positions in Å:
1 H 0.62700 -9.65283 -3.47026
2 N -0.89523 4.45644 0.02422
3 C -3.11748 -1.43114 1.06210
4 H -0.93973 -4.19412 -3.09510
5 C 2.72853 0.56388 2.41962
6 C -0.76422 -1.85407 -0.29348
7 H -4.18864 3.05435 -0.00428
8 C -3.03375 -3.96633 -2.64510
9 H 3.77237 6.36293 -1.22438
10 C -0.39491 -9.27675 -3.37069
11 H 1.00235 1.40799 0.17487
12 H -3.54293 -1.88964 0.06761
13 N -0.58684 0.96977 2.39598
14 H -1.09390 -10.10918 -3.48920
15 C -1.88924 -4.66886 -3.35710
16 O -3.61343 -0.07647 1.35071
17 C 6.75279 1.43788 -0.76657
18 H 3.83839 1.81803 0.74156
19 C -3.54747 0.80768 0.17591
20 H 7.08328 2.46901 -0.61443
21 H -1.67551 -2.00460 -1.04961
22 H -3.60539 6.36873 -0.00707
23 H -3.29781 2.58463 1.64178
24 N 6.53569 0.14055 1.68365
25 C -1.67592 5.43235 0.19206
26 H -2.22763 7.49062 -0.12130
27 H 2.01912 1.42347 2.83782
28 H 2.26042 1.36563 -1.23209
29 C -0.66347 -8.21981 -4.42953
30 H -4.09004 0.84578 3.30551
31 N -5.28166 3.51121 4.87978
32 C -3.29474 2.43128 0.47074
33 H 5.78291 1.44566 -1.27146
34 H -3.52531 -2.13553 1.93552
35 N -3.98317 -3.38360 -2.05427
36 H -0.04717 -0.63276 -1.90113
37 H -2.73979 1.46409 4.28755
38 H 3.68614 0.42115 3.11812
39 H 3.94217 -0.06583 0.56557
40 C 0.05000 -3.31439 -0.34474
41 H 3.28940 5.70428 0.35772
42 H 2.39461 5.24104 -1.11015
43 H 7.47944 0.92069 -1.39907
44 H -1.85526 -5.72071 -3.06045
45 N 0.73067 -4.40732 -0.06775
46 H -3.99969 0.45614 5.04042
47 H 1.71208 -1.27698 0.58622
48 H -1.21109 -2.49387 1.87933
49 C 3.38292 5.48093 -0.70855
50 C 3.19874 0.81700 0.85812
51 H -0.52014 -8.84581 -2.37359
52 O -3.63267 0.43997 -1.10506
53 C -1.45415 -1.56105 1.17518
54 C -3.80743 1.22805 4.29019
55 C -2.61708 6.60863 0.39453
56 C -0.84937 -0.24439 1.95680
57 H 2.18639 -1.15504 -1.32574
58 N 5.10477 3.32875 -1.07886
59 C 4.32408 4.30466 -0.91102
60 N -0.88644 -7.34300 -5.30790
61 C 1.96954 0.83622 -0.22801
62 H -2.71060 6.83197 1.46080
63 H -2.23856 2.75627 0.07140
64 N 0.04584 -0.70060 -0.84840
65 C 1.50227 -0.75513 -0.44415
66 H 2.10589 -0.44406 2.56362
67 C -4.61325 2.47591 4.61251
68 C 6.63403 0.72880 0.57264
69 H -2.03071 -4.60850 -4.43969

* LUMO: 0.27 eV
* E_HOMO: -9.5186 eV
* Kohn-Sham gap: 9.79 eV


2.
The following is a quantum chemistry calculation of a single C23H36BF3O5 molecule, from the OMol25 dataset.

Atoms and positions in Å:
1 H 1.73776 2.02423 0.38493
2 C -1.52615 1.76679 3.53559
3 H -4.78658 -2.35481 -2.17693
4 H 5.01130 -1.06758 1.40962
5 C -2.77630 0.34445 -1.41260
6 C 2.13060 1.38528 -2.01428
7 C 3.60197 1.28516 -1.54243
8 H 1.60021 3.74139 0.29134
9 H 2.15859 -5.58658 0.62596
10 C -3.51376 0.45229 -2.69692
11 C 1.19624 2.81711 -0.10795
12 H -6.36311 1.92426 -1.33686
13 H 0.45587 2.32330 2.90748
14 O -2.27919 -3.19185 -1.15952
15 H 3.94408 2.30582 -1.40128
16 C 4.04692 -1.50004 1.16267
17 H 3.75871 0.96711 0.62180
18 C -5.57221 1.17625 -1.27765
19 C 3.58918 -0.99339 -0.21501
20 H -1.64466 -2.95355 -1.84442
21 H -5.57163 0.61396 -3.27594
22 H -4.86412 2.16584 -2.99579
23 F -2.07510 2.74833 2.81945
24 C -4.89570 1.15172 -2.62157
25 H -0.46709 3.38667 1.09897
26 H 4.73762 -3.24385 2.14881
27 C 4.01354 0.46672 -0.30752
28 H 2.15447 1.37828 -3.09838
29 C 2.79498 -3.68072 1.48156
30 H 2.08353 -3.25263 0.78913
31 C 4.13858 -3.02335 1.26954
32 H 2.45696 -3.47878 2.48993
33 H 2.32551 3.46210 -1.81046
34 H -0.72930 3.52469 -0.58910
35 H 3.34761 -1.19117 1.93235
36 H 1.46938 0.60063 -1.66528
37 H 5.09908 0.43467 -0.32759
38 F -1.52805 2.17956 4.82281
39 C -1.09798 1.60015 0.09690
40 C -2.61246 -0.72951 -0.65814
41 H -3.61836 -0.49278 -3.21587
42 H 2.51688 -1.13729 -0.26414
43 C -0.11176 1.43375 3.13809
44 H 4.64605 -3.42770 0.39844
45 H -2.90387 1.07579 -3.34137
46 C 1.53191 2.75087 -1.60685
47 H 0.68433 3.03710 -2.21901
48 O -2.48621 2.65803 -1.44841
49 O -1.95930 -1.54483 1.42289
50 H 1.00353 0.25949 1.71246
51 H 3.88419 -5.47116 0.97763
52 C -2.14924 1.59759 -0.96151
53 O -6.21269 -0.06536 -1.05061
54 H 2.73057 -5.69769 2.26963
55 H 0.33107 1.01406 4.03032
56 C 2.88970 -5.20699 1.31935
57 C -1.84987 -0.63866 0.62343
58 H -4.92986 1.48643 -0.45829
59 H 4.17728 0.87477 -2.36461
60 B -3.18595 -2.15564 -1.05633
61 H 4.10034 -1.56220 -0.98138
62 C -0.96365 0.53830 0.88434
63 H -6.23355 -0.25602 -0.11258
64 F -2.32870 0.70227 3.50018
65 C -0.31830 2.86812 0.16524
66 O -4.49993 -2.43402 -1.26680
67 C -0.02072 0.37252 2.03139
68 H -0.27318 -0.55770 2.52118

* LUMO: -1.17 eV
* E_HOMO: -9.7354 eV
* Kohn-Sham gap: 8.56 eV


3.
The following is a quantum chemistry calculation of a molecular structure, C23H36BF4N5O2PS2W, from the OMol25 dataset.

Atoms and positions in Å:
1 N 4.52078 -0.04944 0.29521
2 C -2.80812 -3.97464 0.69661
3 C 2.92328 -3.29344 1.71541
4 C -1.59502 3.06166 -4.19649
5 H 2.38458 1.90016 -2.87279
6 H 0.19918 -0.79034 3.20081
7 H -3.16742 -4.66164 1.44431
8 C -1.67332 -3.22444 0.94691
9 C -3.25172 -0.16134 1.11181
10 N -0.04232 -1.54444 0.29381
11 H -0.86402 2.37046 -4.62429
12 H 5.04238 -0.82914 -1.62859
13 C 2.34738 -4.29004 -0.38469
14 F 1.65048 4.28046 1.91051
15 H 3.96938 -4.94424 0.84631
16 P -0.30512 2.50816 -1.92409
17 H -1.41632 -1.63224 -2.03759
18 F 3.14958 2.84926 2.80501
19 C 1.29068 -3.41084 -0.51089
20 H -1.32042 4.08876 -4.44089
21 B 1.94728 3.36236 2.77601
22 H -4.30742 0.42666 2.86441
23 H -2.37332 -0.19144 -0.71739
24 H 0.64928 -3.45904 -1.37909
25 W 0.11108 0.39036 0.43691
26 H 3.54428 -3.26664 2.59561
27 H -2.52342 1.31006 -0.06209
28 H -2.72422 1.97226 3.79801
29 S 0.04878 0.48326 -2.12349
30 H -4.17372 -0.39214 0.56731
31 C 3.16128 -4.24094 0.73381
32 H -1.34402 0.36976 4.63811
33 C -3.46892 -3.85964 -0.51589
34 H 2.34068 -0.85484 -1.93809
35 O -1.56002 2.94386 -2.74269
36 H 2.35978 2.62176 -0.46119
37 H 5.43228 0.08736 0.70791
38 C -2.36302 1.33586 2.99231
39 H 2.72278 3.58266 -3.35699
40 F 1.19958 1.65676 1.45101
41 C 2.85678 3.23226 -1.22109
42 N -0.24742 0.06186 2.85061
43 N -2.22622 0.34406 0.15201
44 C -2.97282 -3.01134 -1.49359
45 H -1.70332 1.95626 2.36981
46 H -3.24072 1.70026 -4.49239
47 C 2.91668 -0.52894 -1.09359
48 H 3.26578 0.61706 1.87361
49 H -3.06972 2.95506 -5.72859
50 S -0.74702 2.92736 -0.00059
51 C 1.88138 -2.39024 1.58511
52 C -3.57572 0.86906 2.18761
53 H 3.91998 3.01306 -1.22629
54 C 3.35008 0.22386 0.87571
55 H 0.32068 0.84206 3.20321
56 C 1.04608 -2.44164 0.46761
57 H 1.71198 -1.64544 2.35331
58 F 1.06838 2.94886 3.65511
59 C 2.26718 2.95426 -2.58829
60 H 2.52538 -5.02154 -1.15849
61 H -2.08062 -0.76054 3.50131
62 H -2.88302 -1.09144 1.54901
63 C -1.84452 -2.24234 -1.24999
64 H -3.72232 3.35926 -4.13579
65 H -4.34752 -4.45244 -0.70909
66 N 2.33718 -0.04194 0.05491
67 H -3.45702 -2.95914 -2.45549
68 C -1.54132 0.18626 3.57661
69 H -1.13542 -3.33674 1.87771
70 C 4.27088 -0.52984 -0.95099
71 H -4.05062 1.73816 1.72931
72 H 2.72348 4.27866 -0.96129
73 C -1.20432 -2.32364 -0.01159
74 O 0.87348 3.29306 -2.63189
75 C -2.99852 2.74526 -4.66459

* charge: +2
* LUMO (alpha / beta): -7.72 / -7.04 eV
* spin multiplicity: 2
* E_HOMO (alpha / beta): -14.2095 / -14.2262 eV
* energy relative to the best compared isomer or geometry (same formula, charge and spin): 9.82 kcal per mole
* Kohn-Sham gap (alpha / beta): 6.48 / 7.19 eV


Calculated electronic energy (Ha), listed in the same order as above: -1540.13110 -1598.71337 -2951.27812
Calculated max |F| (eV/A), listed in the same order as above: 12.6 1.2 1.5